ORCA calculation (ωB97M-V with the def2-TZVPD basis set) on C3H2BrClIO2 as an isolated structure at a distorted geometry.

Each line ends with the natural charge from an NBO analysis.
Geometry (Å):
C1 1.3320 -1.0828 -0.8034  0.978
C2 -0.4092 0.7052 0.9064  -0.445
C3 -0.4140 -0.2404 -0.2372  -0.420
O1 1.2675 -1.1974 -1.9692  -0.618
O2 1.8409 -1.1529 0.2611  -0.652
Cl1 0.7453 2.1399 0.5185  -0.167
Br1 -1.1522 0.9155 -1.7511  -0.135
I1 -2.0285 -1.5779 0.2463  0.024
H1 0.1230 0.2389 1.6766  0.229
H2 -1.3049 1.2520 1.1520  0.207

Atoms 1-2, force components in eV/Å:
-2.015 1.092 0.894
1.115 1.495 -1.097

**Energy above the lowest of the compared OMol25 structures with the same formula, charge and spin**: 0.0 kcal/mol
**Spin multiplicity**: 1
**Charge**: -1
**Molar mass**: 312.308 g/mol
**E_tot**: -3597.952815 hartree
**Gap between HOMO and LUMO**: 7.20 eV
**LUMO**: 0.103 Ha